Run w
This record from OMol25 describes a structure of composition C34H39ClCoIN6O3P. The level of theory is the ωB97M-V functional and the def2-TZVPD basis.

The multiplicity is 2. The HOMO-LUMO gap (alpha / beta) is 7.002 / 6.987 eV. The calculation puts the molar mass at 832.0 g mol⁻¹.

Element x y z (Å)
Co1 -0.2050 0.9352 0.1230
O1 1.4307 -0.0232 -0.4264
N1 2.1285 -0.3956 -1.4628
N2 1.6837 -0.1225 -2.6192
O2 0.6030 0.4823 -2.8773
C1 2.5025 -0.5757 -3.7276
C2 3.6805 -1.2835 -3.5255
C3 4.4143 -1.6885 -4.6277
C4 3.9795 -1.3932 -5.9142
C5 2.8005 -0.6881 -6.0956
C6 2.0533 -0.2748 -5.0011
H1 4.0075 -1.5101 -2.5223
H2 5.3330 -2.2413 -4.4794
H3 4.5588 -1.7149 -6.7699
H4 2.4537 -0.4558 -7.0941
H5 1.1287 0.2731 -5.1066
Cl1 -1.2619 5.8555 -4.6406
C7 -1.4277 4.4415 -3.6327
C8 -2.4711 3.5852 -3.8363
C9 -2.6276 2.4395 -3.0448
I1 -4.2234 1.1567 -3.4113
C10 -1.7379 2.1016 -2.0257
O3 -1.8258 1.0599 -1.2919
C11 -0.6588 3.0423 -1.8095
N3 0.1949 2.7413 -0.7946
C12 1.2193 3.5252 -0.5595
C13 1.4770 4.6790 -1.3160
C14 0.6280 5.0141 -2.3304
C15 -0.4853 4.1930 -2.6071
H6 -3.1841 3.7927 -4.6227
H7 1.8723 3.2383 0.2517
H8 2.3438 5.2829 -1.0859
H9 0.7970 5.8965 -2.9322
N4 -2.5575 2.4789 1.4114
C16 -1.6538 1.8660 1.0232
H10 -3.4023 3.0107 1.4328
C17 1.3547 -3.0600 0.5739
C18 0.4262 -2.5054 1.6607
C19 -0.1375 -3.6671 2.4858
C20 1.2791 -1.6434 2.5928
P1 -0.9119 -1.3734 0.9352
C21 -2.0710 -1.3112 2.3660
C22 -1.8374 -0.3177 3.3145
C23 -2.6003 -0.2143 4.4691
C24 -3.6360 -1.1065 4.6942
C25 -3.8846 -2.1060 3.7639
C26 -3.1057 -2.2122 2.6220
C27 -1.7993 -2.2713 -0.4622
C28 -3.1963 -1.6549 -0.6080
C29 -1.0048 -1.9679 -1.7449
C30 -1.9566 -3.7934 -0.3517
H11 2.1519 -3.6242 1.0673
H12 1.8094 -2.2606 -0.0088
H13 0.8478 -3.7438 -0.1029
H14 0.7061 -4.2441 2.8757
H15 -0.7562 -4.3454 1.9012
H16 -0.7189 -3.3182 3.3384
H17 2.0556 -2.2731 3.0375
H18 0.6916 -1.2164 3.4098
H19 1.7609 -0.8441 2.0405
H20 -1.0306 0.3810 3.1460
H21 -2.3878 0.5672 5.1888
H22 -4.2429 -1.0285 5.5869
H23 -4.6859 -2.8145 3.9308
H24 -3.3138 -3.0135 1.9319
H25 -3.1614 -0.5691 -0.6330
H26 -3.8760 -1.9807 0.1822
H27 -3.6125 -1.9845 -1.5640
H28 -0.9744 -0.8973 -1.9498
H29 -1.5106 -2.4572 -2.5823
H30 0.0151 -2.3469 -1.7039
H31 -2.5253 -4.1187 0.5159
H32 -1.0031 -4.3177 -0.3484
H33 -2.5045 -4.1278 -1.2370
C31 2.1030 2.6357 5.2250
N5 2.0687 2.1881 3.8453
C32 3.1327 1.7512 3.0940
C33 2.6220 1.4031 1.8802
N6 1.2653 1.6160 1.8724
C34 0.9733 2.0880 3.0613
H34 3.1383 2.7869 5.5187
H35 1.6552 1.8932 5.8844
H36 1.5716 3.5799 5.3279
H37 4.1332 1.7270 3.4891
H38 3.1200 0.9935 1.0179
H39 -0.0047 2.3962 3.3983

***

Run x
This record from OMol25 describes a structure of composition C34H39ClCoIN6O3P. The level of theory is the ωB97M-V functional and the def2-TZVPD basis.

The multiplicity is 2. The HOMO-LUMO gap (alpha / beta) is 6.611 / 7.116 eV. The calculation puts the molar mass at 832.0 g mol⁻¹.

Element x y z (Å)
Co1 0.3841 -0.8037 -0.7480
O1 -0.2649 0.5840 -2.2453
N1 -0.8197 0.0362 -3.2565
N2 -0.8882 -1.2367 -3.2709
O2 -0.4231 -2.0070 -2.3319
C1 -1.5491 -1.8421 -4.3595
C2 -1.6254 -3.2288 -4.4122
C3 -2.3289 -3.8302 -5.4379
C4 -2.9498 -3.0610 -6.4076
C5 -2.8318 -1.6798 -6.3723
C6 -2.1337 -1.0627 -5.3531
H1 -1.1434 -3.8104 -3.6429
H2 -2.3996 -4.9054 -5.4743
H3 -3.5270 -3.5368 -7.1867
H4 -3.2966 -1.0790 -7.1390
H5 -2.0386 0.0090 -5.3006
Cl1 7.3995 -0.2710 -1.6713
C7 5.7895 -0.4772 -1.0585
C8 5.6070 -0.7952 0.2655
C9 4.3263 -0.9111 0.7866
I1 4.0899 -1.4305 2.8170
C10 3.1668 -0.6932 0.0328
O3 1.9865 -0.6705 0.5117
C11 3.3864 -0.5136 -1.3803
N3 2.2822 -0.5593 -2.1427
C12 2.4085 -0.4155 -3.4405
C13 3.6386 -0.1720 -4.0696
C14 4.7804 -0.1445 -3.3157
C15 4.6883 -0.3594 -1.9271
H6 6.4642 -0.9552 0.9030
H7 1.5167 -0.4979 -4.0438
H8 3.6704 -0.0289 -5.1393
H9 5.7484 0.0135 -3.7700
N4 -2.5331 -0.1103 -0.7453
C16 -1.4885 -0.4306 -0.3142
H10 -3.2076 0.3500 -1.3209
C17 2.0487 1.7284 2.8817
C18 1.0501 2.5720 2.0982
C19 0.6999 3.8371 2.8737
C20 1.6791 2.9498 0.7540
P1 -0.4196 1.4656 1.5855
C21 -1.5601 2.7892 1.0184
C22 -1.5734 3.0199 -0.3553
C23 -2.3555 4.0251 -0.8961
C24 -3.1587 4.8002 -0.0760
C25 -3.1590 4.5718 1.2902
C26 -2.3584 3.5838 1.8330
C27 -1.2590 0.7044 3.1358
C28 -2.7124 0.4201 2.7440
C29 -0.5305 -0.6319 3.3117
C30 -1.2335 1.4398 4.4743
H11 3.0121 2.2365 2.9246
H12 2.1761 0.7727 2.3843
H13 1.7218 1.5513 3.9033
H14 1.6169 4.3907 3.0727
H15 0.2379 3.6089 3.8284
H16 0.0327 4.4813 2.3071
H17 2.6064 3.5001 0.9084
H18 1.0086 3.5716 0.1630
H19 1.9041 2.0517 0.1799
H20 -0.9642 2.3992 -0.9989
H21 -2.3383 4.2079 -1.9611
H22 -3.7753 5.5832 -0.4937
H23 -3.7769 5.1741 1.9401
H24 -2.3544 3.4443 2.9011
H25 -2.7478 -0.1380 1.8114
H26 -3.2831 1.3367 2.6161
H27 -3.1962 -0.1734 3.5196
H28 -0.4405 -1.1314 2.3512
H29 -1.0748 -1.2809 3.9984
H30 0.4736 -0.4865 3.6994
H31 -1.7304 2.4044 4.4348
H32 -0.2179 1.5852 4.8301
H33 -1.7583 0.8261 5.2094
C31 -2.0224 -4.5279 2.5799
N5 -0.9134 -3.9668 1.8608
C32 0.4124 -4.0960 2.1583
C33 1.0861 -3.3525 1.2339
N6 0.1990 -2.7613 0.3919
C34 -0.9880 -3.1572 0.7877
H34 -1.6806 -5.3722 3.1770
H35 -2.7888 -4.8640 1.8798
H36 -2.4689 -3.7882 3.2511
H37 0.7610 -4.6934 2.9755
H38 2.1405 -3.2085 1.1365
H39 -1.9115 -2.8761 0.3271

***

Most stable: run w. Least stable: run x.